A cluster of 9 separate species, C35H79ClN9O12Si in total. Source: the Open Molecules 2025 dataset; level of theory: wB97M-V/def2-TZVPD.

Results
LUMO energy (eV): 1.67
Orbital gap (eV): 5.72
DFT total energy (eV): -95956.412
HOMO level (eV): -4.049
Spin multiplicity: 1
Max |F| (eV Å⁻¹): 6.26
Net charge: -1

Each line ends with the Löwdin charge.
Atoms and positions in Å:
1 C 4.6895 1.1729 3.1784  -0.151
2 C 4.3043 2.2332 2.0216  -0.208
3 C 3.3037 1.5215 0.9763  -0.205
4 O 1.9502 2.0203 0.9770  -0.138
5 C 1.4329 2.1799 2.3347  -0.178
6 N -0.0514 2.1007 2.2340  -0.132
7 C -0.6390 1.0380 3.0906  -0.180
8 C -0.0506 -0.4563 2.7770  -0.243
9 O 0.3009 -0.6433 1.3902  -0.234
10 Si 1.3554 -1.9927 1.1352  0.494
11 C 2.0538 -1.7914 -0.6687  -0.175
12 C 0.5313 -3.7141 1.2978  -0.205
13 C 2.8838 -2.0144 2.3431  -0.184
14 C -0.5448 3.4655 2.5561  -0.577
15 Cl -2.3541 3.6138 2.8103  0.568
16 C -0.2070 4.3975 1.2537  -0.579
17 O 0.1505 5.6187 1.3388  -0.105
18 O -0.3380 3.8133 -0.0119  -0.205
19 H 4.9474 0.1801 2.6363  0.045
20 H 3.8330 0.9210 3.8904  0.060
21 H 5.6613 1.4585 3.7409  0.076
22 H 5.2920 2.4265 1.4423  0.102
23 H 3.9572 3.2445 2.4096  0.090
24 H 3.4067 0.3909 1.1171  0.092
25 H 3.7250 1.7463 -0.0805  0.130
26 H 1.8128 3.2205 2.6812  0.134
27 H 1.8954 1.4352 3.0830  0.131
28 H -1.7822 0.9142 2.9575  0.092
29 H -0.4918 1.2726 4.2138  0.123
30 H 0.8223 -0.5947 3.5141  0.096
31 H -0.8953 -1.1857 3.0875  0.126
32 H 1.6074 -2.6548 -1.2817  0.025
33 H 3.1982 -1.8084 -0.6943  0.013
34 H 1.6243 -0.8197 -1.1264  0.049
35 H -0.6022 -3.6832 1.1664  0.038
36 H 0.8613 -4.1790 2.3063  0.034
37 H 0.9718 -4.3750 0.4527  0.038
38 H 2.7230 -2.8367 3.1216  0.032
39 H 2.9166 -0.9804 2.8672  0.011
40 H 3.8789 -2.1030 1.7677  0.009
41 H -0.0413 3.9444 3.4845  0.111
42 C 1.2785 2.2816 -3.7280  -0.340
43 O 1.5615 1.5296 -4.6498  -0.032
44 N 1.8191 3.5152 -3.5255  -0.203
45 C 1.4305 4.3524 -2.4038  -0.053
46 C 2.8120 4.0068 -4.4581  -0.067
47 H 0.5362 2.0057 -2.9629  0.140
48 H 1.0197 5.2906 -2.7868  0.088
49 H 2.3132 4.5605 -1.7937  0.092
50 H 0.6776 3.8579 -1.7859  0.048
51 H 2.3755 4.0450 -5.4601  0.083
52 H 3.6622 3.3191 -4.4726  0.084
53 H 3.1501 5.0022 -4.1672  0.080
54 C -4.5415 0.4840 1.4006  -0.341
55 O -4.3961 -0.6071 1.9292  -0.016
56 N -5.7003 0.9430 0.8485  -0.192
57 C -5.7959 2.2537 0.2369  -0.054
58 C -6.8754 0.0934 0.8729  -0.058
59 H -3.7126 1.2062 1.3278  0.113
60 H -6.5568 2.8357 0.7623  0.072
61 H -6.0839 2.1365 -0.8110  0.088
62 H -4.8418 2.7814 0.2891  0.089
63 H -7.1252 -0.1426 1.9113  0.097
64 H -6.6534 -0.8336 0.3474  0.059
65 H -7.7195 0.5918 0.3968  0.075
66 C 3.3374 4.1294 5.3937  -0.296
67 O 3.7150 3.2936 4.5941  -0.009
68 N 4.1367 5.0511 6.0063  -0.202
69 C 3.6129 6.0171 6.9493  -0.066
70 C 5.5541 5.0632 5.7030  -0.046
71 H 2.2800 4.2068 5.6937  0.137
72 H 3.8133 7.0247 6.5756  0.088
73 H 4.1094 5.8791 7.9137  0.085
74 H 2.5369 5.8920 7.0800  0.085
75 H 5.6897 5.2317 4.6316  0.095
76 H 5.9842 4.0923 5.9620  0.091
77 H 6.0594 5.8501 6.2648  0.083
78 C 6.2258 -2.5076 -0.1337  -0.297
79 O 5.1174 -2.3295 0.3410  -0.021
80 N 7.3710 -1.9049 0.2918  -0.190
81 C 8.6541 -2.1699 -0.3267  -0.060
82 C 7.3041 -0.9690 1.3977  -0.040
83 H 6.3891 -3.1977 -0.9771  0.130
84 H 9.3352 -2.5730 0.4264  0.090
85 H 9.0577 -1.2339 -0.7226  0.091
86 H 8.5555 -2.8894 -1.1401  0.056
87 H 6.9055 -1.4813 2.2770  0.096
88 H 6.6298 -0.1504 1.1340  0.084
89 H 8.2943 -0.5706 1.6227  0.089
90 C -8.0492 -2.5868 -0.7833  -0.328
91 O -8.5535 -1.5064 -0.5374  -0.007
92 N -8.4375 -3.4304 -1.7816  -0.199
93 C -7.7825 -4.7031 -2.0107  -0.054
94 C -9.5385 -3.0430 -2.6407  -0.049
95 H -7.2047 -2.9778 -0.1924  0.138
96 H -7.3697 -4.7120 -3.0222  0.068
97 H -8.5186 -5.5048 -1.9074  0.089
98 H -6.9756 -4.8636 -1.2936  0.089
99 H -9.2899 -2.1028 -3.1396  0.092
100 H -10.4324 -2.8899 -2.0305  0.089
101 H -9.7314 -3.8145 -3.3873  0.087
102 C 10.6761 -5.1701 -2.0462  -0.338
103 O 10.2866 -4.9346 -0.9174  0.008
104 N 9.8817 -5.5366 -3.0935  -0.205
105 C 10.4207 -5.8008 -4.4118  -0.064
106 C 8.4526 -5.6661 -2.8807  -0.038
107 H 11.7423 -5.1018 -2.3163  0.130
108 H 9.9645 -5.1122 -5.1277  0.090
109 H 10.1848 -6.8303 -4.6934  0.089
110 H 11.5034 -5.6655 -4.4258  0.083
111 H 8.0529 -4.7083 -2.5392  0.072
112 H 8.2722 -6.4166 -2.1071  0.097
113 H 7.9533 -5.9634 -3.8036  0.090
114 C -9.6222 3.7458 -0.7692  -0.337
115 O -8.4911 4.0806 -0.4762  0.016
116 N -10.5635 3.2962 0.1113  -0.205
117 C -11.8938 2.9142 -0.3138  -0.069
118 C -10.2203 3.1979 1.5169  -0.041
119 H -9.9853 3.7815 -1.8092  0.129
120 H -12.6264 3.5419 0.2007  0.085
121 H -12.0636 1.8660 -0.0539  0.089
122 H -12.0105 3.0386 -1.3916  0.081
123 H -9.9309 4.1854 1.8848  0.094
124 H -9.3716 2.5189 1.6317  0.086
125 H -11.0683 2.8257 2.0932  0.086
126 C -4.8576 -4.5673 -4.3869  -0.347
127 O -5.6579 -5.4086 -4.7622  -0.009
128 N -4.1569 -3.7272 -5.1994  -0.205
129 C -3.2209 -2.7514 -4.6748  -0.051
130 C -4.3530 -3.8112 -6.6332  -0.049
131 H -4.6336 -4.4198 -3.3181  0.132
132 H -3.5433 -1.7513 -4.9751  0.093
133 H -2.2283 -2.9538 -5.0845  0.092
134 H -3.1746 -2.7997 -3.5858  0.089
135 H -5.4047 -3.6219 -6.8627  0.091
136 H -4.0965 -4.8183 -6.9715  0.091
137 H -3.7281 -3.0808 -7.1485  0.088